{
  "formula": "C34H53AgN8O2P",
  "method": "ωB97M-V/def2-TZVPD",
  "total_energy_ha": -2404.05603,
  "orbital_gap_ev": 6.804,
  "charge": 1,
  "species": ["Ag", "O", "C", "O", "C", "C", "C", "C", "C", "C", "N", "C", "C", "C", "C", "C", "C", "N", "H", "H", "H", "H", "H", "H", "H", "H", "H", "H", "N", "P", "N", "C", "C", "C", "C", "C", "N", "C", "C", "C", "C", "C", "N", "C", "C", "C", "C", "C", "H", "H", "H", "H", "H", "H", "H", "H", "H", "H", "H", "H", "H", "H", "H", "H", "H", "H", "H", "H", "H", "H", "H", "H", "H", "H", "H", "H", "H", "H", "C", "C", "N", "C", "C", "N", "C", "C", "H", "H", "H", "H", "H", "H", "H", "H", "H", "H", "H", "H", "H"],
  "positions_angstrom": [[-1.45522, -0.91093, -0.08487], [-0.78224, -8.20218, -0.76458], [-2.05944, -7.78020, -0.66375], [-2.94866, -8.56837, -0.53154], [-2.29274, -6.29707, -0.69467], [-3.48763, -5.83297, -0.15817], [-3.77651, -4.47950, -0.15555], [-2.86878, -3.58231, -0.70684], [-1.66803, -4.03505, -1.23900], [-1.38888, -5.38992, -1.24063], [-3.12630, -2.18014, -0.72129], [-4.27295, -1.77599, -1.08368], [-4.64541, -0.34881, -1.09693], [-5.89837, 0.01560, -1.56795], [-6.23776, 1.36100, -1.58285], [-5.31181, 2.27862, -1.12449], [-4.07915, 1.81493, -0.67382], [-3.74488, 0.53396, -0.65709], [-0.16733, -7.46089, -0.73104], [-4.18061, -6.55088, 0.25882], [-4.69135, -4.11664, 0.29540], [-0.96733, -3.32275, -1.65671], [-0.46779, -5.72521, -1.70310], [-5.03443, -2.48487, -1.41243], [-6.58935, -0.74017, -1.91810], [-7.20574, 1.68087, -1.94377], [-5.52790, 3.33784, -1.11274], [-3.33353, 2.51224, -0.30817], [0.32085, -0.11655, 0.66681], [1.28557, 0.51962, -0.34500], [0.64084, 1.67000, -1.42827], [-0.20205, 2.66792, -0.77213], [-0.47973, 3.84341, -1.69860], [-1.11988, 3.36023, -2.99635], [-0.26843, 2.26372, -3.62731], [-0.00854, 1.14504, -2.62823], [2.53590, 1.41841, 0.33785], [3.46618, 0.67322, 1.18935], [4.09742, 1.60769, 2.21021], [4.95421, 2.67100, 1.50706], [4.43734, 2.94385, 0.08887], [2.92557, 2.78888, 0.00890], [2.11228, -0.53275, -1.33795], [1.73882, -1.93449, -1.47036], [2.98545, -2.77361, -1.71173], [3.68263, -2.37328, -3.02464], [3.32304, -0.93922, -3.43129], [3.18089, -0.03962, -2.21182], [0.29637, 3.01203, 0.13740], [-1.15246, 2.20348, -0.45886], [0.46378, 4.35144, -1.91988], [-1.12575, 4.56628, -1.19273], [-1.25822, 4.19098, -3.69024], [-2.11630, 2.95663, -2.77946], [0.69154, 2.67924, -3.94794], [-0.76010, 1.85522, -4.51264], [0.62687, 0.37711, -3.06855], [-0.97146, 0.66658, -2.36845], [4.26592, 0.20376, 0.59836], [2.92654, -0.14281, 1.67012], [4.69142, 1.04353, 2.93135], [3.29038, 2.09881, 2.76928], [5.98991, 2.33130, 1.45754], [4.95955, 3.59262, 2.09252], [4.88846, 2.24254, -0.61748], [4.72169, 3.94505, -0.23647], [2.57047, 3.02567, -0.99362], [2.45809, 3.51963, 0.69151], [1.02513, -2.08483, -2.29790], [1.23716, -2.23201, -0.54944], [2.72461, -3.83367, -1.72009], [3.65749, -2.62144, -0.86313], [3.40300, -3.05736, -3.82770], [4.76421, -2.46261, -2.90634], [2.37877, -0.93216, -3.98314], [4.07753, -0.52900, -4.10369], [2.95104, 0.98305, -2.52211], [4.13792, -0.00325, -1.67240], [-0.11996, 1.80510, 5.42590], [-1.57844, 1.44476, 5.04689], [-1.62594, 0.81280, 3.73748], [-0.74589, -0.35075, 3.70060], [0.72530, 0.08988, 3.87687], [0.71553, 1.55841, 4.20933], [0.18256, 2.34165, 3.03325], [-1.20619, 1.75542, 2.70004], [0.27885, 1.17101, 6.21633], [0.00278, 2.84809, 5.71305], [-2.19383, 2.34390, 5.02071], [-1.99994, 0.77396, 5.79450], [-0.77272, -0.79195, 2.70468], [-1.05744, -1.06223, 4.46404], [1.22557, -0.01253, 2.91372], [1.26237, -0.42591, 4.67161], [1.67292, 1.85351, 4.38714], [0.87930, 2.18456, 2.20733], [0.17208, 3.38965, 3.33411], [-1.07336, 1.17231, 1.78624], [-1.95529, 2.53893, 2.59450]],
  "forces_ev_per_angstrom": [[0.27, 0.12, 0.09], [0.02, -0.01, -0.04], [0.02, 0.02, 0.15], [-0.03, -0.01, -0.06], [0.01, 0.00, -0.04], [-0.02, 0.01, 0.00], [0.00, -0.02, -0.01], [-0.02, 0.04, -0.04], [-0.01, 0.00, 0.02], [-0.01, -0.01, -0.01], [0.04, -0.13, -0.02], [-0.02, 0.09, 0.05], [0.00, 0.00, -0.04], [0.00, -0.01, 0.00], [0.00, 0.00, 0.01], [0.00, 0.00, -0.01], [-0.02, 0.00, 0.03], [-0.01, 0.00, 0.01], [-0.01, 0.00, -0.01], [0.00, 0.00, 0.00], [0.00, -0.01, 0.01], [0.00, 0.00, 0.00], [0.00, 0.00, 0.00], [0.01, -0.01, -0.01], [0.00, 0.00, 0.01], [0.00, 0.00, 0.00], [0.00, 0.00, 0.00], [0.01, 0.00, -0.01], [-0.15, -0.15, 0.16], [0.04, 0.09, -0.32], [0.02, 0.01, 0.02], [0.00, 0.01, 0.00], [0.00, -0.01, 0.00], [0.01, 0.01, 0.00], [0.02, 0.01, 0.00], [-0.03, -0.02, 0.01], [-0.04, 0.05, 0.30], [0.01, 0.03, -0.07], [-0.04, 0.00, 0.04], [0.05, 0.00, 0.01], [0.00, -0.01, -0.03], [0.03, 0.02, -0.08], [-0.04, -0.03, -0.04], [0.02, -0.01, 0.00], [-0.01, -0.01, 0.00], [0.01, 0.01, 0.00], [0.00, -0.01, 0.00], [0.00, -0.02, 0.01], [-0.01, 0.01, -0.02], [0.01, 0.00, -0.01], [0.00, 0.00, 0.00], [0.00, -0.01, 0.00], [0.00, 0.00, 0.00], [0.00, 0.00, 0.00], [0.00, 0.00, 0.00], [0.00, 0.00, 0.00], [0.00, 0.01, 0.01], [0.00, -0.01, -0.01], [-0.02, -0.01, -0.03], [-0.04, -0.01, 0.01], [0.00, -0.01, -0.01], [-0.02, 0.02, 0.02], [0.01, 0.01, 0.00], [-0.01, 0.00, 0.00], [0.01, 0.01, 0.00], [0.00, 0.00, -0.01], [0.00, 0.00, 0.02], [0.01, -0.05, 0.01], [0.00, 0.00, 0.00], [-0.01, 0.01, 0.00], [0.00, 0.00, 0.00], [0.00, 0.01, 0.00], [0.00, 0.00, 0.00], [0.00, 0.00, 0.00], [0.00, 0.00, 0.00], [0.00, 0.00, 0.00], [0.00, 0.00, 0.00], [0.00, 0.01, 0.00], [-0.01, -0.03, 0.00], [0.02, 0.01, 0.00], [-0.08, 0.07, 0.03], [0.25, 0.10, -0.05], [-0.07, 0.03, -0.04], [0.02, 0.02, -0.13], [0.04, -0.04, 0.13], [0.13, -0.26, 0.12], [0.00, 0.01, 0.01], [0.00, 0.00, -0.01], [-0.01, -0.01, 0.00], [0.00, -0.01, -0.01], [-0.30, -0.14, 0.11], [0.01, -0.03, -0.01], [0.09, 0.00, 0.00], [0.00, 0.02, 0.00], [0.00, 0.01, -0.01], [0.01, -0.01, 0.00], [-0.01, 0.00, 0.00], [-0.20, 0.22, -0.14], [0.02, 0.02, -0.05]],
  "lowdin_charge": [0.743, 0.127, -0.478, 0.138, -0.127, 0.009, -0.006, -0.272, -0.020, -0.010, -0.006, -0.063, -0.264, -0.006, -0.041, -0.035, -0.131, 0.087, 0.096, 0.129, 0.119, 0.086, 0.119, 0.138, 0.119, 0.117, 0.112, 0.097, -0.343, 0.486, -0.214, -0.245, -0.177, -0.199, -0.176, -0.230, -0.208, -0.225, -0.181, -0.184, -0.175, -0.221, -0.220, -0.250, -0.174, -0.186, -0.181, -0.209, 0.088, 0.081, 0.114, 0.111, 0.112, 0.100, 0.117, 0.114, 0.095, 0.093, 0.113, 0.092, 0.113, 0.085, 0.111, 0.108, 0.107, 0.115, 0.102, 0.110, 0.104, 0.077, 0.105, 0.112, 0.107, 0.108, 0.105, 0.115, 0.108, 0.108, -0.066, -0.138, -0.144, -0.147, -0.070, -0.085, -0.067, -0.162, 0.131, 0.131, 0.126, 0.126, 0.065, 0.127, 0.077, 0.134, 0.168, 0.089, 0.134, 0.045, 0.125]
}